[1]
Computed, not measured: the ion C3H6O2S with charge +1 at a distorted geometry, with ωB97M-V with the def2-TZVPD basis set.

Element x y z (Å)
O 1.479 -1.729 0.680
C 0.867 -0.772 0.507
O 0.515 0.110 1.464
C 0.308 -0.240 -0.818
C -0.696 0.856 -0.895
S -2.151 0.186 0.043
H 0.885 0.007 2.386
H 1.305 0.039 -1.245
H 0.043 -1.208 -1.190
H -0.888 1.336 -1.918
H -0.258 1.691 -0.163
H -1.409 -0.277 1.149

**Net charge**: +1
**ΔE to the lowest compared entry with this formula, charge and spin**: 0.778 eV
**Spin multiplicity**: 2
**Max |F|**: 4.014 eV/A


[2]
Computed, not measured: a structure of composition C41H33LaO11P2S2, with ωB97M-V with the def2-TZVPD basis set.

Element x y z (Å)
La -2.947 -1.065 -2.317
C 1.179 -1.629 6.434
C 0.302 -1.199 5.292
C 0.336 -1.861 4.073
C -0.446 -1.432 3.008
C -1.254 -0.321 3.164
C -1.337 0.333 4.389
C -0.561 -0.109 5.441
S -2.249 0.167 1.772
O -3.651 0.310 2.288
C -1.651 1.860 1.558
C -2.637 2.865 1.602
C -2.324 4.146 1.258
C -1.017 4.479 0.829
C -0.690 5.791 0.402
C 0.572 6.095 -0.015
C 1.574 5.098 -0.016
C 1.291 3.829 0.396
C -0.020 3.479 0.821
C -0.359 2.149 1.209
C 0.735 1.138 1.305
C 1.589 1.176 2.462
C 1.399 2.124 3.497
C 2.248 2.167 4.567
C 3.320 1.258 4.665
C 3.512 0.318 3.692
C 2.653 0.258 2.572
C 2.845 -0.714 1.550
C 2.053 -0.728 0.449
C 1.013 0.229 0.320
S 0.054 0.289 -1.179
O -0.684 -1.049 -1.205
C 1.346 0.108 -2.386
C 1.667 -1.133 -2.909
C 2.623 -1.207 -3.908
C 3.244 -0.063 -4.401
C 4.232 -0.152 -5.529
C 2.900 1.172 -3.857
C 1.946 1.266 -2.858
H 1.490 -2.669 6.328
H 0.665 -1.520 7.389
H 2.084 -1.015 6.473
H 0.978 -2.727 3.951
H -0.426 -1.954 2.057
H -2.012 1.174 4.507
H -0.614 0.394 6.400
H -3.630 2.583 1.924
H -3.079 4.923 1.292
H -1.465 6.548 0.411
H 0.811 7.097 -0.347
H 2.576 5.347 -0.344
H 2.070 3.076 0.394
H 0.571 2.817 3.432
H 2.095 2.903 5.347
H 3.988 1.304 5.515
H 4.326 -0.395 3.762
H 3.653 -1.428 1.652
H 2.225 -1.447 -0.341
H 1.156 -2.021 -2.560
H 2.872 -2.176 -4.326
H 4.701 -1.135 -5.569
H 5.016 0.599 -5.430
H 3.736 0.015 -6.487
H 3.370 2.073 -4.232
H 1.671 2.233 -2.450
O -5.691 -2.945 0.625
P -4.777 -2.166 -0.391
O -3.312 -2.132 -0.041
O -4.950 -2.593 -1.818
O -5.351 -0.628 -0.267
P -4.837 0.693 -1.080
O -5.741 1.822 -0.457
O -5.043 0.450 -2.544
O -3.355 0.876 -0.822
H -5.612 -2.600 1.525
H -5.734 1.786 0.511
O -2.982 -2.162 -4.490
C -1.723 -2.019 -4.484
O -1.191 -0.918 -4.184
C -0.923 -3.287 -4.520
C -0.022 -3.590 -5.530
C 0.659 -4.800 -5.501
C 0.456 -5.690 -4.458
C -0.432 -5.376 -3.436
C -1.130 -4.179 -3.469
H 0.135 -2.887 -6.339
H 1.349 -5.049 -6.298
H 0.988 -6.632 -4.440
H -0.588 -6.068 -2.619
H -1.823 -3.949 -2.656

**Net charge**: 0
**ΔE to the lowest compared entry with this formula, charge and spin**: 0.972 eV
**Max |F|**: 0.613 eV/A


[3]
Computed, not measured: a structure of composition C19H18Cl5N3PdSb, with ωB97M-V with the def2-TZVPD basis set.

Element x y z (Å)
Pd -0.385 0.587 -0.727
N 0.521 -1.438 1.839
C 0.154 -0.173 2.277
C 0.100 0.019 3.667
C -0.247 1.251 4.158
C -0.529 2.289 3.265
C -0.447 2.018 1.928
N -0.105 0.812 1.429
C 0.466 -2.098 0.620
C 0.733 -3.479 0.649
C 0.719 -4.192 -0.521
C 0.439 -3.529 -1.721
C 0.187 -2.187 -1.664
N 0.205 -1.471 -0.519
H 0.706 -2.068 2.601
H 0.313 -0.806 4.334
H -0.305 1.411 5.226
H -0.809 3.274 3.604
H -0.660 2.782 1.189
H 0.936 -3.966 1.592
H 0.917 -5.255 -0.509
H 0.411 -4.046 -2.668
H -0.055 -1.623 -2.558
Cl -1.600 1.121 -3.193
C -2.878 0.491 -2.128
C -2.459 0.167 -0.856
C -3.416 -0.366 -0.019
Cl -2.964 -0.849 1.598
C -4.739 -0.541 -0.425
Cl -5.910 -1.197 0.645
C -5.117 -0.180 -1.720
Cl -6.736 -0.382 -2.243
C -4.170 0.345 -2.605
Cl -4.585 0.785 -4.206
C 3.300 1.678 -2.822
Sb 2.171 1.498 -1.045
C 2.684 3.318 -0.092
C 3.415 0.171 0.047
H 4.322 1.943 -2.553
H 2.883 2.445 -3.470
H 3.302 0.728 -3.353
H 3.765 3.442 -0.127
H 2.363 3.287 0.948
H 2.206 4.160 -0.587
H 4.440 0.539 0.033
H 3.386 -0.822 -0.399
H 3.073 0.107 1.079

**Net charge**: +1
**ΔE to the lowest compared entry with this formula, charge and spin**: 0.000 eV
**Spin multiplicity**: 3
**Max |F|**: 0.378 eV/A


[4]
Computed, not measured: a cluster of 11 separate species, C48H124N6O20 in total at a distorted geometry, with ωB97M-V with the def2-TZVPD basis set.

Element x y z (Å)
C 2.232 0.375 -7.021
O 1.673 -0.143 -5.818
C 0.386 -0.678 -5.963
C -0.174 -1.200 -4.602
N 0.837 -1.907 -3.804
C 0.309 -2.646 -2.694
C 1.512 -3.332 -1.911
O 1.891 -4.638 -2.402
C 2.089 -4.870 -3.774
H 1.656 1.192 -7.455
H 2.304 -0.440 -7.741
H 3.266 0.621 -6.779
H 0.336 -1.550 -6.615
H -0.224 0.089 -6.440
H -0.996 -1.882 -4.819
H -0.641 -0.402 -4.024
H 1.618 -1.372 -3.453
H -0.480 -3.326 -3.016
H -0.182 -1.997 -1.969
H 1.343 -3.406 -0.837
H 2.373 -2.680 -2.056
H 2.448 -5.884 -3.951
H 2.821 -4.122 -4.079
H 1.132 -4.657 -4.251
C 0.996 0.819 5.221
O 1.470 1.909 4.508
C 0.549 2.702 3.796
C 1.460 3.735 3.032
N 2.124 3.201 1.890
C 2.965 4.173 1.155
C 3.836 3.515 0.076
O 5.018 2.983 0.668
C 5.955 2.542 -0.343
H 1.782 0.082 5.385
H 0.173 0.307 4.723
H 0.650 1.133 6.206
H -0.142 3.222 4.459
H 0.064 2.052 3.067
H 2.187 4.054 3.779
H 0.891 4.647 2.855
H 2.770 2.533 2.286
H 3.635 4.732 1.809
H 2.310 4.917 0.700
H 4.045 4.294 -0.658
H 3.354 2.685 -0.440
H 6.665 1.800 0.022
H 6.473 3.418 -0.734
H 5.575 2.083 -1.256
C 5.333 -2.658 -8.233
O 5.616 -2.921 -6.822
C 5.351 -1.804 -5.947
C 5.800 -2.297 -4.542
N 5.404 -1.393 -3.457
C 5.446 -2.083 -2.197
C 4.754 -1.326 -1.023
O 4.998 -1.970 0.208
C 4.008 -2.916 0.535
H 5.200 -3.578 -8.803
H 6.138 -2.057 -8.655
H 4.367 -2.153 -8.211
H 4.274 -1.689 -5.831
H 5.865 -0.885 -6.228
H 6.889 -2.261 -4.520
H 5.426 -3.292 -4.300
H 4.487 -0.977 -3.540
H 6.489 -2.188 -1.897
H 5.017 -3.082 -2.263
H 3.696 -1.197 -1.255
H 5.213 -0.343 -0.920
H 4.244 -3.429 1.467
H 3.998 -3.736 -0.183
H 3.074 -2.364 0.636
C -2.618 0.103 2.672
O -4.002 0.014 3.094
C -4.277 -0.721 4.317
C -5.666 -0.340 4.926
N -6.728 -0.993 4.182
C -7.994 -0.884 4.840
C -9.145 -1.486 4.072
O -9.411 -0.591 3.036
C -10.362 -1.100 2.102
H -2.554 0.504 1.660
H -2.081 -0.843 2.598
H -2.148 0.739 3.422
H -3.445 -0.455 4.969
H -4.252 -1.750 3.959
H -5.815 0.740 4.934
H -5.674 -0.776 5.926
H -6.714 -0.529 3.284
H -8.281 0.115 5.169
H -7.931 -1.437 5.777
H -10.056 -1.604 4.658
H -8.860 -2.455 3.661
H -9.945 -1.804 1.382
H -10.755 -0.247 1.548
H -11.210 -1.529 2.636
C 1.060 -2.018 2.683
O 0.345 -1.980 3.926
C 0.148 -3.249 4.488
C -0.522 -3.139 5.857
N 0.298 -2.373 6.775
C -0.123 -2.304 8.177
C 0.614 -1.371 9.138
O 0.395 -0.054 8.676
C 0.882 0.917 9.599
H 0.863 -1.045 2.233
H 0.640 -2.713 1.956
H 2.121 -2.242 2.798
H 1.073 -3.810 4.621
H -0.438 -3.842 3.786
H -0.542 -4.139 6.292
H -1.522 -2.706 5.856
H 0.203 -1.427 6.434
H 0.005 -3.274 8.657
H -1.146 -1.928 8.154
H 1.678 -1.605 9.180
H 0.221 -1.542 10.140
H 0.620 1.942 9.338
H 1.969 0.888 9.682
H 0.479 0.761 10.600
C -4.816 1.532 -1.782
O -4.733 0.344 -2.495
C -4.220 0.401 -3.805
C -4.156 -0.990 -4.383
N -3.389 -1.857 -3.447
C -3.487 -3.294 -3.692
C -4.883 -3.862 -4.061
O -5.773 -3.647 -2.994
C -7.103 -4.257 -3.222
H -5.230 1.249 -0.814
H -5.535 2.259 -2.160
H -3.834 1.998 -1.697
H -3.230 0.859 -3.804
H -4.793 1.003 -4.509
H -3.734 -0.888 -5.383
H -5.191 -1.313 -4.497
H -3.741 -1.552 -2.551
H -3.210 -3.796 -2.765
H -2.757 -3.572 -4.453
H -4.729 -4.922 -4.261
H -5.291 -3.403 -4.961
H -7.151 -5.332 -3.045
H -7.594 -4.010 -4.162
H -7.789 -3.912 -2.449
C -2.914 3.809 1.202
C -2.174 5.074 1.589
C -2.917 6.325 1.542
O -1.636 4.868 2.907
H -3.846 3.609 1.729
H -2.381 2.907 1.503
H -3.164 3.769 0.142
H -1.233 5.097 1.041
H -2.254 7.107 1.912
H -3.792 6.184 2.177
H -3.236 6.581 0.532
H -2.370 4.946 3.521
C -1.030 1.303 -1.325
C -0.083 1.451 -0.140
C 1.015 0.433 -0.170
O 0.520 2.714 -0.271
H -1.671 0.457 -1.077
H -0.471 0.972 -2.200
H -1.557 2.220 -1.591
H -0.640 1.317 0.787
H 1.858 0.666 0.480
H 1.388 0.389 -1.194
H 0.665 -0.517 0.235
H 0.914 2.805 0.599
O 1.207 4.719 -3.806
C 0.145 4.228 -3.042
C -1.094 3.954 -3.948
O -1.548 5.183 -4.508
H 1.028 5.620 -4.084
H 0.547 3.309 -2.615
H -0.133 4.861 -2.199
H -1.811 3.552 -3.233
H -0.913 3.146 -4.657
H -1.854 5.664 -3.736
O 2.948 0.099 -3.606
C 3.369 1.428 -3.514
C 4.716 1.741 -4.136
O 5.845 1.250 -3.541
H 2.650 -0.001 -4.513
H 2.518 2.044 -3.807
H 3.424 1.626 -2.443
H 4.884 2.816 -4.069
H 4.623 1.498 -5.195
H 5.781 0.302 -3.403
O 4.490 1.667 2.845
C 4.408 0.304 2.605
C 4.882 -0.453 3.887
O 6.222 -0.182 4.244
H 4.655 2.184 2.053
H 3.375 0.207 2.268
H 5.084 0.115 1.771
H 4.631 -1.513 3.880
H 4.227 -0.056 4.663
H 6.252 0.671 4.683

**Net charge**: 0
**ΔE to the lowest compared entry with this formula, charge and spin**: 0.000 eV
**Max |F|**: 2.953 eV/A


[5]
Computed, not measured: a structure of composition C10H21BrN2O9PS at a distorted geometry, with ωB97M-V with the def2-TZVPD basis set.

Element x y z (Å)
N -5.441 -0.795 1.227
P -4.091 -1.642 1.292
O -4.536 -3.301 1.127
O -3.308 -1.418 2.818
N -2.898 -1.250 0.063
Br -3.041 -2.329 -1.460
C -2.845 0.216 -0.248
C -1.375 0.808 0.157
C -0.238 -0.348 0.236
C -0.152 -1.069 1.682
C -0.404 -2.646 1.651
O 0.554 -3.390 0.832
C 0.224 -4.766 1.053
O 1.024 -5.716 0.880
C -3.232 0.570 -1.790
O -4.486 0.589 -2.076
O -2.233 0.876 -2.705
H -6.215 -1.452 1.082
H -5.381 -3.386 0.635
H -3.038 -0.462 2.854
H -3.590 0.833 0.389
H -1.426 1.257 1.221
H -1.112 1.651 -0.565
H 0.766 0.217 0.114
H -0.291 -1.082 -0.643
H 0.902 -0.904 2.116
H -0.883 -0.510 2.374
H -1.454 -2.963 1.337
H -0.271 -3.025 2.740
H -0.821 -5.050 1.459
O 3.091 4.634 -1.323
S 2.935 3.223 -1.568
O 2.228 2.368 -0.653
O 4.391 2.578 -1.866
C 5.427 2.761 -0.904
C 5.234 1.864 0.304
C 2.251 2.993 -3.183
H 5.498 3.812 -0.611
H 6.367 2.499 -1.397
H 4.343 2.148 0.868
H 6.093 1.931 0.976
H 5.103 0.824 -0.004
H 2.805 3.608 -3.893
H 1.207 3.305 -3.151
H 2.315 1.938 -3.447

**Net charge**: -1
**Calculated total energy**: -122283.3563 eV
**Max |F|**: 6.097 eV/A


[6]
Computed, not measured: an isolated molecule of C4H5N3O at a distorted geometry, with ωB97M-V with the def2-TZVPD basis set.

Element x y z (Å)
C 0.928 0.505 -0.806
C 1.017 0.154 0.513
N -2.239 -0.711 -1.003
C 2.053 0.243 1.343
O -0.965 -0.857 -0.421
N 0.931 0.957 -1.908
C -0.591 -0.472 0.970
N -1.185 -0.401 1.991
H -2.578 0.196 -0.675
H -2.824 -1.485 -0.692
H 0.505 1.370 -2.725
H 3.079 0.202 1.004
H 1.870 0.297 2.410

**Net charge**: 0
**ΔE to the lowest compared entry with this formula, charge and spin**: 8.041 eV
**Max |F|**: 2.574 eV/A